{
  "formula": "C41H58IN9O3S2",
  "method": "ωB97M-V/def2-TZVPD",
  "elements": ["I", "S", "S", "O", "O", "O", "N", "N", "N", "N", "N", "N", "N", "N", "N", "C", "C", "C", "C", "C", "C", "C", "C", "C", "C", "C", "C", "C", "C", "C", "C", "C", "C", "C", "C", "C", "C", "C", "C", "C", "C", "C", "C", "C", "C", "C", "C", "C", "C", "C", "C", "C", "C", "C", "C", "C", "H", "H", "H", "H", "H", "H", "H", "H", "H", "H", "H", "H", "H", "H", "H", "H", "H", "H", "H", "H", "H", "H", "H", "H", "H", "H", "H", "H", "H", "H", "H", "H", "H", "H", "H", "H", "H", "H", "H", "H", "H", "H", "H", "H", "H", "H", "H", "H", "H", "H", "H", "H", "H", "H", "H", "H", "H", "H"],
  "coordinates": [[2.3299, 3.5817, 7.5081], [0.1480, -2.9576, 0.0052], [-1.0066, -0.4203, 1.0897], [-1.2862, 0.1974, 8.4821], [2.6890, 1.0101, 5.1907], [0.7076, 2.0179, 5.5453], [4.3230, 2.0738, 10.8904], [-3.4873, -0.0147, -6.4893], [1.0480, -1.5941, 12.4779], [-4.2639, 3.2857, -6.5118], [3.0376, -3.1214, -7.8090], [2.4984, -0.2123, -11.4972], [-2.3189, -1.9740, -0.5368], [0.7213, 0.9018, 7.6151], [0.1534, 0.0950, -4.0861], [-4.6148, -0.0331, -5.7195], [1.2296, -1.8283, 11.1410], [-3.2666, 5.2400, -6.2217], [2.8134, 0.2336, -12.7502], [0.7532, -0.1968, 1.4412], [-5.7005, -0.0265, -6.5582], [-4.3731, 5.1549, -5.3333], [3.9959, 1.1327, 11.8253], [0.7535, 2.1670, 6.9408], [0.7309, 0.9012, -12.2275], [1.9658, 0.3493, 8.1623], [-1.0696, -1.8758, 0.1146], [-0.0067, -1.9688, 10.5672], [-0.4753, 1.0261, -4.8637], [-0.2889, -1.5843, 12.7644], [0.7864, 0.2400, 3.9522], [4.6675, -2.2991, -9.0596], [4.0829, -3.9977, -7.7088], [-0.1905, 1.8253, 9.8146], [4.6032, 1.4806, 13.0032], [-0.2211, 0.7113, -6.1740], [0.9060, 0.8563, 2.5422], [-0.3371, 0.9051, 8.6301], [5.3250, 2.6821, 12.7659], [1.2332, 0.1901, -11.1702], [-3.2283, 4.0689, -6.9345], [-4.9659, 3.9352, -5.5384], [0.8040, -0.8119, -4.8755], [5.1100, -3.5172, -8.4752], [-5.2022, -0.0085, -7.8902], [3.3855, -2.0836, -8.6281], [-3.3109, -2.7508, 0.2403], [-2.3243, -3.9109, -2.2355], [1.5229, 1.0760, 4.9566], [-3.8708, -1.9876, 1.4383], [-3.8322, -0.0068, -7.8116], [5.1310, 3.0215, 11.4532], [-0.9711, -1.8165, 11.5997], [0.5894, -0.4571, -6.1811], [-2.2157, -2.4081, -1.9469], [1.7360, 0.9285, -13.2324], [-1.2502, -2.0525, -2.3044], [2.1502, -3.2256, -7.3519], [-4.6962, 5.9018, -4.6275], [-0.7664, 1.4149, 10.6416], [-4.5519, -0.0410, -4.6446], [1.8203, -0.7204, 8.3156], [4.0086, -4.8849, -7.1040], [-5.7810, -0.0003, -8.7986], [-2.5539, 3.7311, -7.7032], [4.5399, 0.9378, 13.9320], [-2.5427, -0.0003, -6.1365], [-0.6407, -1.4171, 13.7679], [1.2228, 0.1404, 0.5165], [1.2165, -0.7618, 3.9669], [0.1384, 0.0794, -3.0818], [-3.9540, -0.9269, 1.1958], [-3.3485, -4.2076, -2.4643], [-0.1415, 2.7351, 7.1733], [-2.8343, -3.6736, 0.5941], [-0.2008, -2.1585, 9.5247], [2.6930, -1.2819, -8.8238], [-2.0416, -1.8704, 11.4951], [-0.2464, 1.3515, -12.2769], [3.1027, -0.7539, -10.9057], [3.3606, 0.3025, 11.5716], [0.9699, -0.9738, -7.0462], [5.9174, 3.2324, 13.4773], [5.2316, -1.6573, -9.7170], [1.3589, -1.6275, -4.4438], [-0.5964, 2.8102, 9.5674], [-6.7336, -0.0333, -6.2531], [-1.7181, -4.1533, -3.1101], [1.6739, 1.4037, -14.1969], [-1.0473, 1.8292, -4.4296], [-2.9985, -1.8674, -2.4851], [6.0724, -3.9834, -8.6023], [0.1328, 1.6200, 2.4323], [3.7718, 0.0204, -13.1913], [-3.2089, -2.0732, 2.3004], [2.2175, -1.8792, 10.7146], [-2.5810, 6.0643, -6.3264], [-4.1130, -3.0160, -0.4474], [-0.2618, 0.1784, 4.2418], [1.8819, 1.3323, 2.4323], [0.7969, -0.0609, -10.2179], [-1.9467, -4.5092, -1.4097], [-0.5776, 1.2615, -7.0303], [-3.0799, 0.0035, -8.5821], [2.7734, 0.4828, 7.4497], [-5.8230, 3.4770, -5.0753], [5.4983, 3.8524, 10.8759], [4.0090, 2.0704, 9.9357], [1.7826, -1.4488, 13.1465], [-4.4804, 2.3674, -6.8676], [-4.8501, -2.3753, 1.7185], [0.8419, 1.9729, 10.1278], [1.1975, -1.1505, 1.7198], [2.2324, 0.7882, 9.1293]],
  "total_energy_ha": -3409.5977,
  "smiles": "CCN(CC)C(=S)SCCCC(=O)O[C@H](I)N(C)C(C)=O.c1cc[nH]c1.c1cc[nH]c1.c1cc[nH]c1.c1cc[nH]c1.c1cc[nH]c1.c1cc[nH]c1.c1cc[nH]c1",
  "lumo_energy_ev": -0.406,
  "homo_ev": -8.08,
  "multiplicity": 1
}

{
  "formula": "C41H58N8O12P",
  "method": "ωB97M-V/def2-TZVPD",
  "elements": ["P", "O", "O", "O", "O", "O", "O", "O", "O", "O", "O", "O", "O", "N", "N", "N", "N", "N", "N", "N", "N", "C", "C", "C", "C", "C", "C", "C", "C", "C", "C", "C", "C", "C", "C", "C", "C", "C", "C", "C", "C", "C", "C", "C", "C", "C", "C", "C", "C", "C", "C", "C", "C", "C", "C", "C", "C", "C", "C", "C", "C", "C", "H", "H", "H", "H", "H", "H", "H", "H", "H", "H", "H", "H", "H", "H", "H", "H", "H", "H", "H", "H", "H", "H", "H", "H", "H", "H", "H", "H", "H", "H", "H", "H", "H", "H", "H", "H", "H", "H", "H", "H", "H", "H", "H", "H", "H", "H", "H", "H", "H", "H", "H", "H", "H", "H", "H", "H", "H", "H"],
  "coordinates": [[-4.5483, -1.8154, -1.3578], [-0.4350, 0.7156, 1.9807], [3.5906, -0.5484, -3.2821], [6.8928, -0.5626, -1.1886], [-3.4429, -2.4212, -2.3400], [-4.1515, 4.7768, -3.1472], [3.0930, -4.1022, 1.6827], [2.5317, -3.7834, 3.7328], [3.0126, 1.7810, -1.8018], [-5.8601, -2.4169, -1.5564], [7.0069, 1.5137, -0.6349], [2.6553, -0.0948, -5.1620], [-3.9152, -2.1184, 0.0922], [-1.1275, 1.1511, -0.6905], [-2.5495, 3.0055, -0.7529], [2.4658, -4.3952, 2.6830], [3.6015, -0.4704, -4.5010], [-4.5465, 2.6696, -2.1228], [-0.9905, 2.7528, 1.0025], [6.6659, 0.3670, -0.4389], [-3.3818, 0.9018, -5.0232], [-3.8416, 2.3230, -0.8857], [-3.5074, 0.8134, -0.9540], [-4.6567, -0.0171, -1.5341], [0.7251, 2.5169, -1.7959], [-1.3588, 4.0185, 1.6554], [0.7828, -5.8557, 3.7176], [-2.7922, 0.2934, -4.0821], [-0.0954, -6.9235, 3.6343], [-1.5370, 2.3199, -0.1198], [-2.4332, 3.9178, 2.7680], [0.5948, -0.1596, 2.4648], [-7.2259, 1.9909, 0.3590], [7.0762, -1.6433, -5.1118], [5.9102, -1.2997, -4.4492], [0.2673, 1.1870, -1.1931], [-2.8420, 2.5138, 3.2342], [1.5467, -5.5394, 2.6085], [4.8327, -0.8556, -5.1961], [-0.1939, -7.6546, 2.4574], [4.9158, 0.8397, 2.8208], [5.5417, -1.2259, 1.0640], [7.1479, -1.5385, -6.4949], [5.6144, 1.1199, 1.6561], [-4.3634, 3.7563, -2.6433], [4.8448, -1.4969, 2.2310], [-3.4765, 0.1130, 5.4639], [5.9152, 0.0780, 0.7984], [-2.1365, 0.6010, -1.6269], [1.4694, -6.2571, 1.4284], [-4.7801, 2.5753, 0.3485], [-2.0894, 2.0350, 4.4864], [4.8791, -0.7499, -6.5753], [1.9706, 2.2700, -2.6386], [0.0566, 1.9826, 1.6758], [-2.1954, 0.5190, 4.7033], [-2.0180, 1.0971, -3.0748], [4.5324, -0.4658, 3.1078], [6.0518, -1.0952, -7.2247], [0.5892, -7.3243, 1.3587], [-6.2215, 2.7955, -0.0324], [0.9656, -1.1720, 1.3791], [1.3328, -2.0931, 1.8229], [2.0829, -5.9899, 0.5811], [1.4867, 0.4109, 2.7346], [4.5432, -2.5059, 2.4558], [-2.3624, 2.1217, -3.1737], [0.1082, -1.3562, 0.7342], [0.5133, -7.8979, 0.4454], [7.9305, -1.9892, -4.5472], [5.9194, 2.1285, 1.4204], [3.1038, 0.8252, -1.9215], [-2.0271, 4.4263, 3.6436], [8.0636, -1.8017, -7.0071], [6.1116, -1.0155, -8.3011], [-4.2762, -1.5048, 0.7436], [-3.3130, 4.4968, 2.4925], [0.3261, 2.5004, 2.5993], [0.9682, 0.9153, -0.4103], [3.9899, -0.6847, 4.0193], [4.0211, -0.4037, -7.1315], [-2.8056, 1.7551, 2.4510], [1.7503, 1.5194, -3.4013], [5.8454, -1.3729, -3.3738], [-1.0627, 2.4082, 4.5201], [-0.7042, -7.1847, 4.4887], [0.8700, -5.2812, 4.6276], [-7.3395, 1.6677, 1.3911], [-4.9064, 0.2517, -2.5574], [0.3791, 0.4229, -1.9614], [-3.8457, 0.2271, -5.6313], [-1.9853, -0.4803, -1.6384], [-2.6106, 3.9861, -0.5135], [-1.6285, 4.7800, 0.9279], [0.2225, -0.6683, 3.3516], [-0.4421, 4.3799, 2.1146], [2.2886, 3.1990, -3.1091], [-2.6024, 2.5061, 5.3297], [-5.5440, 0.2042, -0.9335], [1.7702, -0.7519, 0.7737], [-0.9842, 1.0947, -3.4284], [-2.1750, 0.0254, 3.7326], [5.7871, -2.0180, 0.3724], [-3.8921, 2.5860, 3.5277], [-7.9973, 1.6793, -0.3380], [-0.8837, -8.4856, 2.3963], [-6.4513, 3.6677, -0.6378], [-4.1605, 0.9474, 5.6170], [-4.7663, 1.7025, 0.9953], [-4.0252, -0.6398, 4.8965], [-3.2385, -0.3407, 6.4226], [4.6743, 1.6417, 3.5060], [-0.0483, 2.9197, -2.4550], [0.9600, 3.2488, -1.0193], [-2.6698, -2.7202, -1.8424], [-4.4192, 3.4792, 0.8504], [-1.3359, 0.2081, 5.2963], [0.9554, 1.9495, 1.0536], [-2.8229, -0.7942, -3.9987], [-3.3716, 0.4646, 0.0744]],
  "total_energy_ha": -3278.9057,
  "lumo_energy_ev": -2.645,
  "charge": 1,
  "homo_ev": -11.38,
  "multiplicity": 1
}

{
  "formula": "C41H59N4O17P2",
  "method": "ωB97M-V/def2-TZVPD",
  "elements": ["P", "P", "O", "O", "O", "O", "O", "O", "O", "O", "O", "O", "O", "O", "O", "O", "O", "O", "O", "N", "N", "N", "N", "C", "C", "C", "C", "C", "C", "C", "C", "C", "C", "C", "C", "C", "C", "C", "C", "C", "C", "C", "C", "C", "C", "C", "C", "C", "C", "C", "C", "C", "C", "C", "C", "C", "C", "C", "C", "C", "C", "C", "C", "C", "H", "H", "H", "H", "H", "H", "H", "H", "H", "H", "H", "H", "H", "H", "H", "H", "H", "H", "H", "H", "H", "H", "H", "H", "H", "H", "H", "H", "H", "H", "H", "H", "H", "H", "H", "H", "H", "H", "H", "H", "H", "H", "H", "H", "H", "H", "H", "H", "H", "H", "H", "H", "H", "H", "H", "H", "H", "H", "H"],
  "coordinates": [[1.0502, -4.1247, -1.2362], [0.6240, -2.4043, 1.9364], [1.8125, -2.1997, 3.1609], [0.3252, -3.9210, 1.9430], [-1.7436, 2.3901, -0.1243], [-0.2942, 4.4119, 3.4152], [-4.3317, 6.4250, 4.7361], [1.1338, 6.7030, 3.7423], [-4.4323, 2.9108, 8.5699], [-2.0801, -1.1485, 8.2608], [-2.4753, -4.0750, -6.3035], [-2.2433, -1.7137, -7.6605], [2.8347, 2.0795, 2.1199], [-3.3987, -6.0498, -10.4683], [-2.9445, 4.0948, 6.6229], [-2.9213, 8.7351, 4.9782], [-3.0815, -3.7178, -11.8258], [-0.5412, 0.0709, 6.3743], [-0.7979, -1.6387, 2.3938], [3.5694, 0.0317, -1.9254], [2.5118, -0.5486, -1.2637], [3.1108, 0.4453, 3.7551], [-0.6685, -1.7841, -1.3808], [1.9745, -0.3446, 0.1490], [-3.1400, -2.0075, -1.2694], [-0.8512, 7.7875, 4.3750], [1.3871, -1.8533, 0.3295], [-0.6966, 2.5974, 0.8800], [-2.4931, -2.7038, -8.3269], [3.4897, 1.3442, -2.1020], [4.1121, 1.2779, 4.4918], [-2.9384, -5.1297, -8.3502], [-3.3066, 0.8434, 8.4685], [0.0087, -1.9545, -5.0146], [-2.0940, 3.6265, -0.7701], [-0.2039, 6.6881, 3.9836], [-3.0012, 6.4487, 4.4682], [-1.4429, 0.7353, 6.8572], [3.1869, -6.0416, -1.2041], [4.6308, 2.2356, -1.3937], [-3.5550, 2.2326, 8.0688], [3.0344, 0.8493, 2.3211], [3.2472, -0.1603, 1.1101], [-2.3218, 0.1399, 7.9041], [2.2201, -1.8919, -3.4836], [0.2248, -4.8402, -2.8061], [0.9510, 0.8615, -0.0423], [-2.6479, -2.6490, -9.7825], [-2.6914, 2.8170, 7.0028], [1.8125, 0.6658, 4.4471], [-0.9172, 5.3931, 3.7919], [2.8898, -4.4674, -1.4812], [-0.0883, 1.1170, 1.1292], [-1.7235, -2.6796, -0.8384], [0.7011, -2.2302, -1.1047], [-2.9374, -3.7516, -10.4774], [-3.1168, -5.0699, -9.8046], [2.4301, 2.1446, -2.9729], [-1.7057, 2.1142, 6.4417], [-2.6457, -4.0288, -7.6552], [1.8701, -1.4949, -1.9747], [-2.3538, 5.3509, 4.0728], [1.1807, -1.0202, -4.3902], [-2.2941, 7.7507, 4.6337], [4.1793, 0.2171, 0.5541], [0.0645, 3.3124, 0.4280], [-1.3226, -1.4319, 7.7141], [-3.1905, -0.9046, -1.0131], [-2.5175, -1.6865, -10.2586], [-3.2888, -4.6356, -12.0883], [-0.8806, -0.8500, -1.0116], [0.4721, 0.7448, -1.0803], [1.5916, 1.8161, -0.1306], [-2.2746, -3.1587, -6.0324], [3.5556, 2.2083, 4.8759], [-3.9483, -2.6464, -0.7974], [4.3971, 0.6939, 5.4388], [1.3650, 2.0475, -2.5928], [1.7019, -0.4214, -5.1988], [2.3801, -2.4405, 0.3192], [-2.9246, 4.2037, -0.2223], [5.0199, 1.5748, 3.8810], [-1.2144, 4.3198, -0.9619], [4.1673, 3.0585, -0.7644], [-0.2824, -1.4715, -6.0129], [-3.6999, 4.3869, 7.1702], [4.3088, -6.1937, -1.3549], [-1.3423, -2.2205, 2.9730], [0.9728, -5.2055, -3.5785], [-0.3989, -5.7299, -2.4303], [-0.9820, 0.4187, 0.9352], [2.5551, 1.8462, -4.0697], [3.5889, -3.8476, -0.8250], [-1.7619, -2.7632, 0.2932], [2.6620, -6.6500, -2.0174], [0.6187, -0.2807, -3.7102], [3.5712, -1.1661, 1.5589], [5.3273, 2.6954, -2.1845], [-1.1330, 3.0307, 1.8335], [0.3042, 0.9819, 2.1812], [-2.5352, 3.3668, -1.7999], [1.9919, -2.9749, -3.7203], [1.3597, 5.7920, 3.4736], [1.4575, 1.7510, 4.2836], [3.2540, -4.2904, -2.5605], [-3.0539, -6.0953, -7.8767], [-0.9405, -1.9392, -4.3804], [3.3046, -1.7085, -3.7544], [-3.2403, -2.1660, -2.4044], [2.7018, 3.2608, -2.9347], [-1.0711, 2.5283, 5.6683], [-2.8552, 4.4012, 3.9469], [-0.5303, -4.0872, -3.2036], [-4.5599, 7.3378, 4.9997], [0.9830, 0.0119, 3.9997], [2.8427, -6.3434, -0.1679], [0.3719, -3.0174, -5.1749], [-1.7474, -3.7257, -1.2702], [-3.9502, 0.4245, 9.2302], [5.3050, 1.6079, -0.7204], [1.8621, 0.4304, 5.5621], [-0.3462, 8.7337, 4.5158], [2.5516, -2.8252, 2.9666]],
  "total_energy_ha": -3778.0159,
  "lumo_energy_ev": -3.742,
  "charge": 1,
  "homo_ev": -10.48,
  "multiplicity": 1
}